Density functional theory data (ωB97M-V with the def2-TZVPD basis set) for 4 unconnected molecules or ions with the total composition C25H21F4N2O2 in a non-equilibrium geometry.

Last column: natural (NBO) charge in e.
Element x y z (Å)
O1 -3.716 -2.186 7.189  -0.4367
C1 -2.993 -2.003 6.279  0.9225
F1 -1.750 -2.646 6.246  -0.3461
N1 -3.404 -1.106 5.190  -0.6624
C2 -2.777 0.221 5.407  0.6533
O2 -3.298 1.094 6.018  -0.3945
C3 -1.316 0.368 4.792  0.1474
C4 -1.190 0.834 3.425  -0.2319
C5 0.209 0.923 2.870  -0.0438
C6 1.327 0.521 3.765  -0.2303
C7 1.026 0.072 5.124  0.0952
N2 -0.271 -0.003 5.614  -0.4494
H1 -2.926 -1.508 4.362  0.3879
H2 -2.062 1.101 2.784  0.2863
H3 0.397 1.244 1.810  0.2848
H4 2.389 0.533 3.433  0.2848
H5 1.833 -0.263 5.814  0.2605
H6 -0.482 -0.339 6.560  0.4653
F2 2.375 0.275 0.664  -0.3524
C8 2.019 -0.629 -0.282  0.3772
C9 1.186 -0.235 -1.310  -0.2990
C10 0.819 -1.158 -2.281  -0.1672
C11 1.285 -2.466 -2.204  -0.2216
C12 2.120 -2.850 -1.162  -0.1839
C13 2.495 -1.924 -0.196  -0.2922
H7 0.828 0.787 -1.347  0.2329
H8 0.172 -0.858 -3.096  0.2318
H9 0.996 -3.187 -2.960  0.2256
H10 2.480 -3.870 -1.101  0.2261
H11 3.151 -2.203 0.620  0.2258
F3 1.846 0.202 -4.946  -0.3309
C14 3.080 -0.222 -5.276  0.3952
C15 3.221 -1.260 -6.179  -0.2874
C16 4.495 -1.693 -6.524  -0.1877
C17 5.611 -1.091 -5.953  -0.2260
C18 5.455 -0.052 -5.043  -0.1897
C19 4.181 0.390 -4.706  -0.2882
H12 2.340 -1.722 -6.607  0.2285
H13 4.618 -2.500 -7.236  0.2221
H14 6.604 -1.433 -6.219  0.2202
H15 6.325 0.414 -4.596  0.2199
H16 4.040 1.204 -4.005  0.2258
F4 -1.749 2.443 -0.897  -0.3297
C20 -3.067 2.440 -0.651  0.3856
C21 -3.658 3.568 -0.109  -0.2935
C22 -5.023 3.564 0.149  -0.1867
C23 -5.779 2.431 -0.128  -0.2242
C24 -5.173 1.303 -0.669  -0.1897
C25 -3.810 1.308 -0.938  -0.2965
H17 -3.052 4.439 0.108  0.2313
H18 -5.498 4.444 0.566  0.2264
H19 -6.843 2.428 0.077  0.2250
H20 -5.763 0.419 -0.881  0.2247
H21 -3.323 0.441 -1.368  0.2295

Output
- E_LUMO (Eh) = -0.189
- DFT total energy (eV) = -44202.250
- Kohn-Sham gap (eV) = 5.6
- energy above the lowest of the compared OMol25 structures with the same formula, charge and spin (kcal/mol) = 0.0
- maximum force (eV/A) = 3.7
- total charge = +1